12
Properties=species:S:1:pos:R:3 method="wB97M-V/def2-TZVPD" homo_lumo_gap_ev=9.43 homo_energy_ha=-0.3197 e_above_lowest_kcal_mol=128.2 mol_weight_g_mol=99.1 fmax_ha_per_bohr=0.1330 e_lumo_ha=0.0267 e_tot_ha=-356.65304
H -0.289 -0.353 -2.522
N 0.150 -0.641 -1.772
C -0.047 -0.008 -0.768
C -0.848 1.127 -0.621
N -0.923 1.411 0.653
O -0.298 0.464 1.296
N 0.541 -0.246 0.477
C 1.175 -1.597 0.712
H -1.434 1.816 -1.302
H 1.618 -1.940 -0.282
H 2.029 -1.558 1.409
H 0.403 -2.473 0.888

***

12
Properties=species:S:1:pos:R:3 method="wB97M-V/def2-TZVPD" homo_lumo_gap_ev=9.40 homo_energy_ha=-0.3282 e_above_lowest_kcal_mol=110.5 mol_weight_g_mol=99.1 fmax_ha_per_bohr=0.1789 e_lumo_ha=0.0173 e_tot_ha=-356.68136
C -0.346 -0.377 0.053
C 0.966 -1.108 0.275
C 1.177 0.958 -0.177
H -1.667 1.020 0.112
H 1.056 -1.380 1.366
H 1.055 -1.806 -0.460
H 2.843 -0.159 0.003
H 1.888 1.919 -0.066
N -1.516 -0.763 -0.248
N 1.923 -0.096 -0.329
N -0.024 1.009 0.371
O -2.330 0.315 -0.052

***

12
Properties=species:S:1:pos:R:3 method="wB97M-V/def2-TZVPD" homo_lumo_gap_ev=10.48 homo_energy_ha=-0.3610 e_above_lowest_kcal_mol=81.1 mol_weight_g_mol=99.1 fmax_ha_per_bohr=0.0746 e_lumo_ha=0.0240 e_tot_ha=-356.72808
C -1.361 0.631 -0.413
C -0.109 -0.842 -0.116
C 1.924 0.454 0.138
N -0.442 0.181 -1.091
N -0.741 -1.893 0.032
N -2.047 0.877 0.540
O 0.947 -0.540 0.623
H 1.596 1.049 -0.607
H 2.791 -0.007 -0.287
H 2.128 1.211 0.999
H -1.679 -1.791 -0.373
H -3.008 0.673 0.554